(1)
{
  "formula": "C7H9N",
  "method": "the ωB97M-V functional and the def2-TZVPD basis",
  "elements": ["C", "C", "C", "N", "C", "C", "C", "C", "H", "H", "H", "H", "H", "H", "H", "H", "H"],
  "coordinates": [[-1.53, -0.80, -0.27], [-1.77, 0.50, 0.26], [-0.31, 0.99, 0.51], [0.34, 1.03, -0.82], [0.80, -0.29, -1.04], [1.74, -0.19, 0.32], [0.39, -0.25, 1.16], [-0.13, -1.10, -0.07], [-2.17, -1.44, -0.94], [-2.82, 1.05, -0.06], [0.04, 1.88, 1.28], [1.06, 1.71, -0.78], [1.16, -0.33, -2.11], [2.69, -0.97, 0.71], [2.12, 0.79, 0.27], [0.31, -0.82, 2.16], [-0.02, -2.18, 0.11]],
  "mulliken_charge": [-0.373, -0.629, 0.336, -0.580, -0.425, -0.545, -0.547, -0.213, 0.347, 0.240, 0.289, 0.301, 0.390, 0.222, 0.278, 0.374, 0.536],
  "e_tot_ha": -326.681328,
  "e_above_lowest_ev": 5.7047,
  "orbital_gap_ha": 0.353,
  "total_charge": 0,
  "smiles": "C1=C[C@@H]2N[C@H]3C[C@@H]2[C@@H]13",
  "homo_ha": -0.3133
}

***

(2)
{
  "formula": "C7H9N",
  "method": "the ωB97M-V functional and the def2-TZVPD basis",
  "elements": ["C", "N", "C", "C", "C", "C", "C", "C", "H", "H", "H", "H", "H", "H", "H", "H", "H"],
  "coordinates": [[-0.88, -1.29, -1.78], [1.15, 0.91, -1.56], [0.58, 0.40, -0.47], [-0.49, -0.55, -0.55], [-1.20, -0.73, 0.62], [-0.79, -0.24, 1.86], [0.40, 0.53, 1.94], [1.00, 0.91, 0.79], [-1.24, -2.27, -1.50], [-1.71, -0.79, -2.28], [-0.10, -1.35, -2.53], [1.96, 1.52, -1.44], [1.18, 0.43, -2.44], [-2.04, -1.40, 0.61], [-1.40, -0.50, 2.72], [0.78, 0.77, 2.92], [1.83, 1.62, 0.82]],
  "mulliken_spin": [-0.010, 0.290, 0.197, 0.186, -0.061, 0.263, 0.003, 0.111, 0.007, 0.019, 0.001, -0.009, -0.006, 0.004, 0.005, 0.004, -0.004],
  "e_tot_ha": -326.617249,
  "e_above_lowest_ev": 0.0000,
  "orbital_gap_ha": [0.377, 0.266],
  "s_squared": 0.778,
  "spin_multiplicity": 2,
  "total_charge": 1,
  "homo_ha": [-0.5003, -0.5245]
}